(1)
Molecular formula: C21H15ClF6N2O2S
Method: DFT, ωB97M-V/def2-TZVPD

Values from the calculation:
HOMO energy: -9.19 eV
structure (SMILES): N#CC1=C(c2ccc(Cl)s2)C[C@](c2ccc(OCCCC(F)(F)F)cc2)(C(F)(F)F)NC1=O
gap between HOMO and LUMO: 8.24 eV
net charge: 0
lowest unoccupied orbital energy: -0.95 eV

```
48
Properties=species:S:1:pos:R:3:forces:R:3
N 5.474 -2.658 -2.724 1.58 -0.73 -0.68
O 2.217 -3.288 -2.405 -0.29 -0.23 0.77
F -3.476 -0.674 4.096 1.46 -0.85 1.62
F -5.571 -0.933 3.833 -0.28 -0.57 -0.07
F -4.193 -2.196 2.626 -0.24 2.17 1.03
F 0.553 -0.496 2.004 1.58 -1.84 -2.11
F 2.350 -1.809 1.259 -3.52 1.51 -0.47
F 0.154 -2.335 0.723 1.37 0.75 2.06
Cl 7.393 3.939 -0.762 -0.73 -2.34 -0.18
C 4.587 -2.136 -2.247 -0.99 0.21 0.35
O -4.156 2.014 -0.268 0.97 -0.31 0.52
S 5.000 2.179 -1.527 0.48 -0.77 1.00
C 2.181 -2.230 -1.787 -1.46 -2.34 -3.28
C 6.611 2.296 -0.795 -0.63 -0.24 -0.54
C 7.011 1.053 -0.326 0.77 1.17 1.03
C 5.934 0.087 -0.263 -1.15 1.40 -1.89
C 3.433 -1.530 -1.713 0.15 4.76 2.62
C 4.757 0.499 -0.967 1.46 0.27 0.98
C 3.446 -0.239 -1.163 0.74 -2.14 -0.08
C -2.792 0.097 -1.105 1.59 3.52 2.07
C -1.797 2.123 -0.014 -0.25 -1.89 -0.10
C -1.568 -0.536 -1.113 1.14 2.26 1.18
C -0.522 1.481 -0.098 -1.76 -0.28 -1.01
C -2.949 1.421 -0.481 1.70 -0.99 -0.56
C -0.382 0.173 -0.689 -1.01 0.27 2.02
N 0.938 -1.649 -1.578 3.69 2.70 2.27
C -4.390 -0.921 3.207 -0.08 0.18 -2.07
C -5.261 1.154 -0.114 -2.84 1.20 0.76
C -4.331 0.264 2.253 -0.67 -1.00 -3.34
C -5.304 0.070 1.029 0.02 -0.19 0.05
C 1.042 -1.273 0.948 -0.97 -1.27 -0.55
C 2.115 0.366 -0.658 1.42 0.37 -1.79
C 0.938 -0.608 -0.491 -0.09 0.67 -0.54
H 8.065 0.898 0.089 -1.86 0.13 -0.47
H 6.050 -0.816 0.315 -0.19 -0.28 -0.32
H -3.613 -0.413 -1.432 -2.12 -1.25 -0.69
H -1.922 3.025 0.614 0.07 -0.46 -0.78
H -1.603 -1.589 -1.258 0.38 -0.58 -0.60
H 0.260 2.113 0.325 0.32 -0.79 -0.21
H 0.208 -2.295 -1.640 -1.10 -0.96 0.14
H -6.147 1.916 0.064 1.73 -1.60 -0.48
H -5.423 0.655 -1.068 -0.34 -0.04 -0.01
H -4.679 1.102 2.770 -0.55 1.22 1.22
H -3.349 0.577 1.849 -0.14 -0.95 0.64
H -5.138 -0.898 0.525 0.24 0.25 0.50
H -6.350 -0.003 1.433 0.86 0.29 -0.53
H 2.382 0.979 0.220 -0.61 -0.37 -0.22
H 1.817 1.043 -1.494 0.17 -0.05 0.71
```
Forces are in eV/Å.

=====

(2)
Molecular formula: C22H31AsCuN3O3
Method: DFT, ωB97M-V/def2-TZVPD

Values from the calculation:
HOMO energy (spin up / spin down): -11.91 / -12.05 eV
multiplicity: 2
gap between HOMO and LUMO (spin up / spin down): 8.96 / 8.26 eV
net charge: +1
lowest unoccupied orbital energy (spin up / spin down): -2.95 / -3.79 eV

```
61
Properties=species:S:1:pos:R:3:forces:R:3
Cu -0.338 -0.138 -0.059 0.04 0.13 0.23
O -0.006 1.551 3.594 -0.04 -0.14 -0.01
C -0.237 1.239 2.453 0.02 -0.15 -0.06
N -0.360 -0.012 1.887 0.14 0.09 0.14
C -0.262 -1.178 2.606 -0.06 0.10 -0.10
O -0.006 -1.344 3.773 0.01 0.08 0.00
C -0.556 -2.373 1.720 -0.02 0.27 -0.28
C -0.644 -3.634 2.269 -0.05 -0.17 0.06
C -0.969 -4.699 1.446 0.02 -0.07 0.04
C -1.193 -4.461 0.098 -0.03 -0.13 0.01
C -1.067 -3.174 -0.380 -0.03 0.26 0.27
N -0.750 -2.136 0.410 0.10 -0.20 -0.12
C -0.454 2.312 1.407 0.02 -0.29 -0.24
C -0.581 3.635 1.770 0.02 0.18 0.07
C -0.807 4.575 0.778 -0.01 0.10 0.05
C -0.886 4.159 -0.543 -0.01 0.11 -0.01
C -0.736 2.818 -0.824 0.08 -0.22 0.34
N -0.524 1.903 0.131 -0.11 0.26 -0.11
H -0.468 -3.742 3.331 0.00 -0.01 -0.02
H -1.051 -5.701 1.848 -0.01 0.05 -0.01
H -1.462 -5.261 -0.581 0.02 0.06 0.06
H -1.224 -2.963 -1.425 -0.15 0.04 0.01
H -0.504 3.892 2.819 -0.01 -0.02 -0.06
H -0.926 5.622 1.030 0.02 -0.04 -0.01
H -1.065 4.863 -1.346 0.01 -0.04 0.04
H -0.788 2.450 -1.833 -0.01 -0.09 -0.12
C 4.182 -0.349 0.769 -0.01 -0.01 -0.02
C 4.149 0.685 -0.368 0.07 0.00 0.03
C 2.682 1.048 -0.437 -0.05 -0.18 0.10
O 2.003 -0.202 -0.212 0.09 0.02 0.19
C 2.759 -0.931 0.795 0.03 0.19 -0.21
H 4.408 0.132 1.720 0.00 0.00 -0.01
H 4.933 -1.119 0.600 -0.03 0.03 0.01
H 4.463 0.237 -1.312 0.01 0.00 0.00
H 4.783 1.550 -0.173 -0.02 -0.07 -0.01
H 2.358 1.436 -1.401 -0.04 -0.01 -0.05
H 2.410 1.767 0.344 -0.02 0.01 0.04
H 2.715 -1.984 0.526 -0.02 -0.03 -0.05
H 2.290 -0.792 1.769 -0.06 0.02 0.05
C -0.519 1.900 -4.455 0.08 -0.08 -0.08
C 0.363 0.739 -4.003 -0.09 0.25 0.13
As -0.292 -0.366 -2.528 -0.33 -0.21 0.02
C -2.131 -0.667 -3.129 -0.06 0.07 0.09
C -3.114 0.305 -2.472 0.05 -0.08 -0.08
C 0.643 -2.016 -3.003 0.26 0.06 0.08
C 2.136 -1.804 -3.274 -0.05 -0.04 0.02
H -0.106 2.325 -5.370 -0.01 0.00 0.00
H -0.569 2.708 -3.730 0.02 0.02 0.01
H -1.537 1.580 -4.681 0.01 0.00 0.01
H 1.365 1.075 -3.750 0.12 0.08 0.00
H 0.461 0.013 -4.807 0.03 -0.04 -0.17
H -2.400 -1.693 -2.886 -0.02 -0.13 0.05
H -2.151 -0.592 -4.216 0.00 0.02 -0.06
H -3.087 0.223 -1.384 0.02 -0.03 0.04
H -4.136 0.096 -2.789 0.01 0.00 -0.02
H -2.898 1.343 -2.727 0.02 0.00 -0.02
H 0.133 -2.431 -3.870 -0.03 -0.08 -0.15
H 0.518 -2.714 -2.179 0.13 0.04 -0.10
H 2.313 -1.231 -4.183 -0.01 0.00 0.01
H 2.631 -2.768 -3.397 -0.02 0.02 -0.02
H 2.620 -1.290 -2.442 -0.05 -0.01 0.00
```
Forces are in eV/Å.

=====

(3)
Molecular formula: C2H5S
Method: DFT, ωB97M-V/def2-TZVPD

Values from the calculation:
HOMO energy: -2.36 eV
gap between HOMO and LUMO: 6.24 eV
net charge: -1
lowest unoccupied orbital energy: 3.88 eV

```
8
Properties=species:S:1:pos:R:3:forces:R:3
S 3.616 -0.239 -0.193 0.02 -0.06 0.01
H 4.552 -1.208 -0.209 -0.10 0.07 0.01
C -1.052 -0.235 0.436 0.05 0.21 0.01
C -1.618 0.722 -0.275 -0.72 0.12 -0.50
H -1.699 -0.905 0.997 0.27 -0.06 0.02
H 0.021 -0.349 0.478 0.15 -0.18 0.08
H -2.705 0.774 -0.315 0.05 0.11 0.06
H -1.115 1.440 -0.919 0.27 -0.22 0.32
```
Forces are in eV/Å.

=====

(4)
Molecular formula: C8H7BrFN
Method: DFT, ωB97M-V/def2-TZVPD

Values from the calculation:
HOMO energy: -9.80 eV
structure (SMILES): Fc1ccccn1.C#CCBr
gap between HOMO and LUMO: 10.30 eV
net charge: 0
lowest unoccupied orbital energy: 0.50 eV

```
18
Properties=species:S:1:pos:R:3:forces:R:3
C -1.616 -1.611 -2.823 0.26 -2.49 1.53
C -1.291 -2.550 -2.170 -0.86 -1.42 0.34
C 1.750 1.542 -0.422 1.05 -1.44 1.53
C 1.182 0.241 -0.352 0.54 0.03 -1.60
C 0.256 2.098 1.461 0.39 -0.59 -3.37
C 1.253 2.448 0.497 0.30 1.60 1.43
C 0.142 0.013 0.531 -0.01 0.43 0.00
C -1.143 -3.706 -1.310 1.16 -0.10 -2.13
N -0.340 0.913 1.361 0.10 -0.84 0.67
F -0.437 -1.220 0.580 0.33 0.81 -0.07
Br 0.697 -4.373 -1.601 0.26 -0.13 0.07
H 2.805 1.698 -0.838 -2.11 -0.07 -0.16
H 1.498 -0.527 -1.087 -0.20 0.34 0.87
H -0.234 2.801 2.090 0.12 0.54 0.65
H -1.447 -0.771 -3.290 0.05 3.98 -2.42
H 1.727 3.456 0.554 -0.51 -0.88 0.04
H -1.067 -3.258 -0.353 -0.76 -0.77 1.43
H -1.727 -4.586 -1.663 -0.10 0.99 1.18
```
Forces are in eV/Å.